DFT (wB97M-V/def2-TZVPD) results for C10H10HgN2O4 as an isolated structure.

```
27
Properties=species:S:1:pos:R:3:forces:R:3
Hg -0.312073 0.052086 -1.219089 0.2503 -0.2545 -1.1126
O -0.238971 3.934523 -0.858242 -0.1156 -2.2607 -0.5391
C -0.297784 2.826360 -1.093015 0.1017 2.2481 0.5896
C -0.308408 -2.785024 -1.256397 -0.1706 -2.6124 0.9599
O -0.349680 -3.851721 -0.861591 0.1047 2.4109 -0.9620
C 2.546837 0.017030 -1.425573 2.6501 0.1772 0.8434
O 3.621905 0.076017 -1.054531 -2.4766 -0.1521 -0.8936
C -3.038173 0.066329 -1.370616 -2.2584 -0.0288 0.6262
O -4.150400 0.047744 -1.148527 2.3435 0.0359 -0.5541
C -0.261647 0.737630 -3.816753 -0.0404 -0.6418 1.1479
H -1.191635 1.317761 -3.782845 0.2758 -0.3116 -0.3860
H 0.668075 1.317364 -3.770134 -0.2775 -0.3137 -0.3437
C -0.259433 -0.637591 -3.839307 -0.0366 0.7380 1.1369
H 0.673141 -1.212577 -3.799843 -0.2965 0.2961 -0.3319
H -1.189092 -1.217305 -3.813913 0.2810 0.2846 -0.3688
C -0.034865 0.771977 4.182915 0.0308 0.0891 0.8194
N 0.245215 0.106111 2.929770 0.0418 -0.2912 -1.2683
C 0.995336 -1.052437 2.722709 -0.3199 0.5848 0.2443
C 1.008791 -1.305268 1.394377 -0.3546 0.3650 -0.4937
N 0.260875 -0.311096 0.798029 -0.8719 1.1616 -0.3813
C -0.194564 0.542034 1.736676 0.8461 -1.2708 0.2028
H -0.596945 0.100046 4.835823 0.0590 0.1510 -0.0753
H 0.905562 1.046136 4.666588 -0.1760 0.0115 -0.0485
H -0.622850 1.669893 3.982326 0.1141 -0.1669 0.0754
H 1.454475 -1.600209 3.518846 0.0692 0.0030 0.3158
H 1.475474 -2.081849 0.793306 -0.0858 0.1834 0.4828
H -0.809160 1.426034 1.549015 0.3123 -0.4357 0.3144
```
Forces are in eV/Å.

Output
Total energy ... -25858.318 eV
Total charge ... +2
F_max ... 2.79 eV/A
Multiplicity ... 1
Kohn-Sham gap ... 0.3150 hartree